C22H49N6O11P3V as an isolated structure, computed with wB97M-V/def2-TZVPD.

Computed properties:
LUMO level (spin up / spin down) = 0.64 / 0.64 eV
2S+1 = 2

Geometry as XYZ:
```
92
Properties=species:S:1:pos:R:3:lowdin_spin:R:1
O 0.2836 0.2100 -1.5110 0.0118
H 3.9452 -3.7585 -0.8245 0.0000
H 1.7038 0.4158 4.3457 0.0000
H 3.0277 -2.6937 -4.3911 0.0000
O -4.5620 0.9979 1.1918 -0.0005
N 1.5314 0.5599 1.0128 0.0020
H -2.8325 -2.5242 -3.8702 0.0000
H 0.6987 -2.5169 -5.0042 0.0000
C -2.0500 2.6717 5.4775 -0.0001
C -1.5719 -0.0946 -4.0334 0.0003
H 4.9741 0.5290 -1.5306 0.0001
V -0.4233 0.0836 0.4762 0.9365
H 2.3817 -4.8941 -2.3174 0.0000
C 3.4534 -2.7948 -0.9586 0.0003
H -3.3479 -1.2032 5.0444 0.0000
H -3.5775 2.0736 4.0482 0.0000
O -1.4456 1.7011 1.1203 0.0240
H 0.5644 1.9548 6.3851 0.0000
P 0.4782 -1.2711 -1.5948 0.0024
C -2.8874 -0.6781 4.2031 0.0000
O -4.5271 -1.6963 0.2507 0.0002
H 2.8707 -0.1232 2.5108 -0.0010
C 0.2999 -1.5070 -4.9068 0.0000
O -0.5962 -1.9215 -2.6363 0.0004
C 1.2366 2.8868 -0.7582 0.0002
H -4.5427 1.9238 1.4709 0.0000
H 3.2611 1.7879 -2.5209 0.0002
C 2.5055 0.9909 0.2618 0.0070
O -1.8792 2.2997 -1.3822 -0.0045
C -1.0177 0.9510 4.2956 -0.0017
H 1.0685 -0.8539 -4.4988 0.0000
H 3.7980 3.1861 -1.5703 0.0000
H -2.1300 -1.5690 -1.8068 0.0002
H 2.7694 -2.6213 -0.1270 0.0002
H -2.6193 -0.1415 -3.7429 0.0000
H -4.1113 1.3136 -2.1382 0.0000
H 4.1479 -1.7297 -3.4212 0.0000
H -5.4233 0.3602 -1.4136 0.0000
H 3.8730 -1.2687 1.2122 0.0000
H -1.5067 0.3184 -5.0397 0.0000
H -5.2953 2.1048 -1.0862 0.0000
C -1.9320 -2.5406 -4.4841 0.0000
C -3.0958 1.6944 4.9604 0.0000
C 2.6561 -2.7575 -2.2596 -0.0003
H -3.0953 4.0681 -0.1847 -0.0001
N 3.8227 0.5863 0.2200 0.0033
C 4.5565 1.2629 -0.8361 0.0005
H 4.2966 -3.4999 -3.4503 0.0000
H -3.8634 1.4664 5.7002 0.0000
H 1.5939 3.9202 -0.7096 0.0001
H 1.0685 -4.0144 -1.5110 0.0000
O -2.1386 -1.1188 0.8972 0.0140
C -4.7310 1.1874 -1.2518 0.0001
C -3.8419 0.9115 -0.0459 -0.0002
H -1.0608 0.5759 -3.3465 0.0001
P -3.2307 -0.8077 -0.0625 0.0017
C 3.5918 -2.6679 -3.4588 0.0000
H -1.4932 -3.5386 -4.4288 0.0000
C -0.9348 -1.4913 -4.0081 0.0001
C 1.1410 0.6439 3.4305 -0.0006
H 1.4166 -1.1301 2.2603 -0.0016
N -2.2764 0.5378 4.6797 -0.0005
O 1.9016 -1.5139 -2.2833 0.0000
H -4.8132 -1.5768 1.1703 0.0000
C 4.5233 -0.4368 0.9602 0.0001
C 3.4979 2.1375 -1.5105 0.0004
O 0.3143 -1.9722 -0.2870 0.0143
H 4.9806 -0.0383 1.8723 0.0000
N 2.3633 1.9985 -0.6325 0.0038
C 0.3856 2.6064 5.5196 0.0000
H -2.1207 -1.2974 3.7509 0.0000
C 1.8072 -0.1082 2.2817 -0.0053
O -3.0113 -1.1902 -1.5604 0.0008
H 1.1932 -4.0073 -3.2733 0.0000
H -2.2099 -2.3346 -5.5180 0.0000
H 5.3269 -0.8274 0.3345 0.0000
N -0.8249 2.2468 4.8023 -0.0003
H 4.2107 -2.0108 -0.9707 0.0000
H 0.0340 -1.1536 -5.9020 0.0000
H -2.2750 3.7105 5.2343 0.0000
N -0.2314 0.2351 3.5945 -0.0054
H 0.5495 2.7081 0.0614 -0.0001
C 1.7659 -3.9955 -2.3484 0.0000
H 1.2558 2.5865 4.8708 0.0000
P -2.3882 2.0602 -0.0148 -0.0023
H 1.2383 1.7174 3.2181 0.0000
O -3.1937 3.3962 0.5057 -0.0007
H 5.3848 1.8474 -0.4221 0.0002
H 0.6938 2.7244 -1.6882 0.0001
H -3.6491 -0.4634 3.4517 0.0000
H 0.2617 3.6256 5.8842 0.0000
H -1.9463 2.5787 6.5664 0.0000
```

C12H21NO4Rb as an isolated structure, computed with wB97M-V/def2-TZVPD.

Computed properties:
LUMO level = -2.44 eV
total charge = +1
2S+1 = 1

Geometry as XYZ:
```
39
Properties=species:S:1:pos:R:3:lowdin_charge:R:1
C 4.9541 1.1283 1.5822 -0.0170
C 4.6894 -0.2554 1.4228 -0.0121
C 3.2765 -2.0006 0.4576 -0.2073
C -3.8048 -0.4498 -0.9784 -0.1621
H 4.1164 -2.1624 -0.2492 0.1463
C -3.4380 -1.9325 -1.0523 -0.1484
O -2.1671 -2.1131 -1.6975 -0.3298
O 2.0699 -2.2045 -0.2322 -0.1754
H -1.9616 1.1615 1.7869 0.1346
H 0.2933 2.8707 -0.9714 0.0681
H -4.1893 1.5472 0.7577 0.1493
C -1.4813 -3.2870 -1.4229 -0.1479
O -0.8450 2.0245 0.4253 -0.2878
H 5.5274 -1.0197 1.5858 0.1504
H -3.7981 -0.0348 -1.9419 0.1221
H -1.3754 2.7311 -1.4409 0.0817
H 4.1644 3.0366 1.3095 0.0920
C -2.0849 1.9834 1.0912 -0.1554
H 1.9402 2.1897 0.6029 0.0756
H -3.3474 -2.4525 -0.0466 0.1589
H -0.8844 4.0509 -0.3413 0.1335
N 2.4825 0.3140 0.6258 0.0764
H -0.7108 -3.3358 -2.2044 0.1012
O -2.8479 0.2552 -0.2319 -0.2299
C 3.4519 -0.5889 0.9019 -0.2617
H -0.9227 -3.1534 -0.4556 0.0792
C -0.7064 2.9480 -0.6164 -0.1195
H -4.7958 -0.3416 -0.4708 0.1555
H 3.3151 -2.6320 1.3027 0.1212
C 2.7108 1.5637 0.8645 -0.1620
H 2.0189 -3.1608 -0.4599 0.1155
H -2.2927 2.9666 1.5197 0.1377
C -3.2330 1.5110 0.1584 -0.2188
H -4.2354 -2.3420 -1.5913 0.1120
H -2.1603 -4.1352 -1.3372 0.1059
H -3.4735 2.1449 -0.7307 0.1399
H 5.9323 1.6233 1.7753 0.1264
C 3.9275 2.0248 1.2182 -0.0495
Rb -0.1150 -0.4734 -0.9155 1.1011
```

A 2-piece molecular cluster, C17H22ClFN2O2PS overall, computed with wB97M-V/def2-TZVPD.

Computed properties:
LUMO level = -5.30 eV
total charge = +1
2S+1 = 1

Geometry as XYZ:
```
47
Properties=species:S:1:pos:R:3:lowdin_charge:R:1
C 0.0507 0.2519 0.0655 -0.4478
H 2.8173 -3.4830 1.9494 0.0652
C 1.9455 4.6709 2.3898 -0.0691
H -3.9118 0.6751 0.1445 0.1292
C 2.7535 5.7723 2.1451 -0.1487
H 4.4861 4.8326 -0.4251 0.1034
F -2.9652 -0.6530 2.7162 -0.0071
H -5.1388 -2.1486 0.8627 0.0817
H 2.5894 -4.1161 0.3035 0.0737
H -3.1278 -1.9482 -3.4685 0.1735
H -2.4099 0.8816 1.0189 0.1175
H 2.6861 6.6548 2.7712 0.1058
N 3.6426 5.8274 1.1570 0.0577
C -3.0126 0.1586 0.4848 -0.0573
H 3.8018 -1.3632 0.5115 0.1234
H 1.2404 4.6825 3.2095 0.1020
C 2.0672 3.5677 1.5608 -0.0862
H 4.1759 -3.6374 0.8566 0.0805
C -1.1860 -1.5101 -3.0279 -0.3714
S 0.5528 -3.9208 -4.0076 0.2175
H 3.1232 2.7743 -0.1437 0.0926
C -0.3717 -0.9280 -2.0879 0.0270
O -0.2396 1.1177 0.8292 0.1891
O 1.3034 -0.2656 -0.0678 -0.0615
H -4.1421 -1.0281 -1.6271 0.1612
C 3.1182 -3.3850 0.9093 -0.1121
H 2.0337 -0.6138 1.8167 0.1266
H -2.8814 -1.8933 1.1391 0.1308
H 2.7338 -2.0288 -0.7119 0.1125
C -3.0664 -0.9662 -1.7063 0.0475
C 3.7517 4.7617 0.3698 -0.1561
H 0.2241 -1.3104 -5.0842 0.0037
P -0.4680 -2.3644 -4.4765 0.3556
C 1.7461 -1.1902 0.9406 -0.6067
N -2.5083 -1.5052 -2.7998 0.1126
C 2.9906 3.6126 0.5281 -0.0797
H 0.6957 -0.9471 -2.2440 0.1326
H -5.1787 -1.5415 2.5098 0.0928
C -4.9055 -1.2876 1.4885 -0.0183
C -0.9135 -0.3492 -0.9422 -0.0061
C 2.9112 -1.9729 0.3637 -0.2276
C -3.4125 -0.9867 1.4454 -0.3623
H -1.6136 -2.5683 -5.2603 -0.0109
C -2.3037 -0.3600 -0.7312 -0.0963
H 1.4564 2.6888 1.7160 0.0789
H -5.5101 -0.4452 1.1586 0.0808
Cl 0.3698 -2.2127 1.4498 0.7497
```

One molecule with the formula C4H6O2, computed with wB97M-V/def2-TZVPD.

Computed properties:
LUMO level = 0.76 eV
structure (SMILES) = O=CCCC=O
relative energy (zero: lowest compared OMol25 entry of this formula, charge and spin) = 56.5 kcal per mole
2S+1 = 1

Geometry as XYZ:
```
12
Properties=species:S:1:pos:R:3:lowdin_charge:R:1
H -2.4500 1.0487 1.1709 0.1119
H -0.0649 -0.9334 -1.3642 0.1922
O -2.3282 0.3669 -0.6332 0.0241
C -0.3655 0.2123 0.7081 -0.1387
H -0.5999 -0.7471 1.3716 0.1564
H 0.3282 0.8526 1.3966 0.1543
O 2.7241 -0.0095 -0.9209 0.0929
H 1.7552 -1.4927 0.0211 0.1146
C -1.7905 0.5919 0.4486 -0.2665
C 1.7569 -0.6114 -0.5910 -0.3602
C 0.4144 -0.1161 -0.6144 -0.1807
H 0.6201 0.8379 -0.9932 0.0997
```

no.,F_max (hartree/bohr),E (Ha)
1,0.0312,-3992.3439
2,0.0639,-849.3971
3,0.0180,-2220.3205
4,0.0648,-306.4163